The following is a quantum chemistry calculation of 2 unconnected molecules or ions with the total composition H3N2O2P in a non-equilibrium geometry, from the OMol25 dataset.

HOMO energy (spin up / spin down): -8.708 / -10.033 eV
2S+1: 3
maximum force: 2.81 eV/A

```
8
Properties=species:S:1:pos:R:3:forces:R:3
N -2.477624 0.184355 2.093979 -0.559 2.108 -0.063
N 0.419291 -0.388746 0.317969 -2.578 0.380 1.049
O -1.825162 -0.714533 -0.495588 -2.223 -0.279 -0.234
O -3.290552 -0.343432 2.826375 -0.213 -0.766 0.431
P -0.487734 -0.717755 -1.054619 1.909 0.191 0.471
H -2.745734 1.215455 1.932265 0.756 -1.271 -0.181
H -0.277199 -0.115122 1.111355 1.961 -0.646 -1.579
H 1.314175 0.031070 0.329964 0.947 0.282 0.105
```
Positions in Å, forces in eV/Å.

The following is a quantum chemistry calculation of a molecular structure, H3N2O3P in a non-equilibrium geometry, from the OMol25 dataset.

HOMO energy: -9.416 eV
2S+1: 1
maximum force: 4.89 eV/A

```
9
Properties=species:S:1:pos:R:3:forces:R:3
N 0.630497 -0.000867 1.487407 0.995 0.020 3.334
N 0.319555 0.276327 -1.501333 -0.428 0.874 -1.382
O -1.911597 -0.934312 -0.718132 -0.763 0.154 -0.277
O 0.395085 -1.167694 0.678190 -1.830 1.205 -1.570
O -0.384237 0.879590 1.105962 -1.551 -1.881 -3.414
P -0.658109 -0.324135 -0.370848 1.843 0.627 4.483
H 0.336348 -0.243270 2.509249 0.593 -0.199 -2.223
H 1.172707 0.459502 -1.035883 1.374 0.348 0.289
H 0.099751 1.054860 -2.154612 -0.233 -1.148 0.759
```
Positions in Å, forces in eV/Å.

The following is a quantum chemistry calculation of 2 unconnected molecules or ions with the total composition H3N2OS in a non-equilibrium geometry, from the OMol25 dataset.

HOMO energy: -2.260 eV
2S+1: 1
net charge: -1
maximum force: 4.74 eV/A

```
7
Properties=species:S:1:pos:R:3:forces:R:3
N 2.984464 -0.253126 0.225058 -4.243 2.043 0.557
N 2.017355 0.628080 -0.104477 4.000 -1.853 0.475
O 4.192688 -0.349489 -0.019694 -1.604 0.208 0.279
S -6.881358 -0.585411 0.387924 -0.189 0.328 -0.647
H 2.388823 -0.818763 0.916205 1.986 -0.573 -0.801
H 2.526020 1.360140 -0.606338 -0.140 0.177 -0.513
H -7.227994 0.018566 -0.798677 0.191 -0.331 0.650
```
Positions in Å, forces in eV/Å.

The following is a quantum chemistry calculation of a molecular structure, H3N2P in a non-equilibrium geometry, from the OMol25 dataset.

HOMO energy: -8.792 eV
2S+1: 1
maximum force: 5.40 eV/A

```
6
Properties=species:S:1:pos:R:3:forces:R:3
N -0.934626 -0.402785 -0.326645 -2.179 -1.575 2.281
N -0.552422 1.224862 0.311904 -1.762 -0.050 1.693
P 0.538368 0.153075 -0.008791 1.141 -0.390 2.194
H -1.324350 -0.987049 0.479440 0.429 1.360 -1.122
H 0.632648 0.434670 -1.237841 3.241 0.312 -4.311
H 1.640381 -0.422772 0.781932 -0.871 0.343 -0.735
```
Positions in Å, forces in eV/Å.

The following is a quantum chemistry calculation of H3N3O2 in the gas phase in a non-equilibrium geometry, from the OMol25 dataset.

HOMO energy: -10.083 eV
2S+1: 1
maximum force: 3.63 eV/A
SMILES: NN[N+](=O)[O-]

```
8
Properties=species:S:1:pos:R:3:forces:R:3
N -0.508833 -0.197828 -0.016376 1.384 -1.490 2.570
N 0.642032 0.573867 -0.030771 2.579 2.560 -0.052
N 1.888284 -0.044310 0.031659 0.350 0.124 -1.403
O 1.897248 -1.273149 0.039252 -0.228 0.776 0.352
O 2.897059 0.672750 -0.039208 -1.727 -0.533 0.579
H -0.820231 -0.363853 -0.923786 -0.538 0.138 -2.297
H -0.081393 -1.145891 0.217726 -0.970 1.192 0.249
H 0.769899 1.648968 0.041613 -0.850 -2.767 0.002
```
Positions in Å, forces in eV/Å.

The following is a quantum chemistry calculation of H3N3O2 in the gas phase in a non-equilibrium geometry, from the OMol25 dataset.

HOMO energy: -10.308 eV
2S+1: 1
maximum force: 5.88 eV/A
SMILES: NN[N+](=O)[O-]

```
8
Properties=species:S:1:pos:R:3:forces:R:3
N -0.006614 -0.981379 0.941335 -0.960 3.611 1.447
N -0.328576 0.204436 0.257695 -4.513 2.580 2.749
N 0.056672 0.727557 -0.960841 1.450 -2.862 1.559
O 0.981312 0.161517 -1.455129 2.089 -1.461 -0.909
O -0.511247 1.624916 -1.449954 -2.364 2.675 -0.161
H 0.247034 -1.672878 0.365196 0.908 -3.179 -3.014
H 0.749389 -0.801392 1.565144 0.744 0.210 0.395
H -1.187970 0.737225 0.736553 2.644 -1.573 -2.066
```
Positions in Å, forces in eV/Å.

The following is a quantum chemistry calculation of H3N3O2 in the gas phase in a non-equilibrium geometry, from the OMol25 dataset.

HOMO energy: -9.330 eV
2S+1: 1
maximum force: 4.10 eV/A
SMILES: N/N=[N+](\[O-])O

```
8
Properties=species:S:1:pos:R:3:forces:R:3
N 1.466513 0.262841 -0.409988 -0.565 -3.976 -0.836
N 0.382738 -0.666130 -0.258901 2.591 1.156 -1.099
N -0.694903 -0.076540 -0.099550 1.126 -0.512 1.484
O -0.879435 1.071385 0.294391 -0.613 1.003 -0.494
O -1.728243 -0.967550 -0.072365 -0.782 -0.138 -0.017
H 1.317610 1.161439 -0.132745 -1.076 2.896 1.172
H 2.334519 -0.105431 -0.046284 -0.355 -0.427 -0.119
H -2.198797 -0.680017 0.725443 -0.326 -0.003 -0.090
```
Positions in Å, forces in eV/Å.

The following is a quantum chemistry calculation of 2 unconnected molecules or ions with the total composition H3N3O3S in a non-equilibrium geometry, from the OMol25 dataset.

HOMO energy (spin up / spin down): -7.441 / -10.242 eV
2S+1: 3
maximum force: 5.01 eV/A

```
10
Properties=species:S:1:pos:R:3:forces:R:3
N -0.073450 1.020489 -0.263231 -2.817 0.299 -1.389
N 1.462281 -0.643928 0.017052 0.585 0.914 -2.348
N 1.097221 0.680325 0.129936 3.891 2.149 2.309
O -0.354338 2.214585 -0.392079 -0.517 1.096 -0.189
O -1.902519 -0.825615 1.239202 -0.061 0.741 -0.572
O -1.969318 -1.472610 -1.070612 0.270 0.075 -0.789
S -2.078492 -0.396903 -0.134280 -0.725 -1.067 1.602
H 1.314145 -1.114129 0.846745 -0.423 -0.979 2.362
H 0.794071 -1.022905 -0.641286 0.324 -0.413 -0.531
H 1.710397 1.560693 0.268549 -0.526 -2.815 -0.456
```
Positions in Å, forces in eV/Å.

The following is a quantum chemistry calculation of a molecular structure, H3NO2S in a non-equilibrium geometry, from the OMol25 dataset.

HOMO energy: -10.176 eV
2S+1: 1
maximum force: 3.05 eV/A

```
7
Properties=species:S:1:pos:R:3:forces:R:3
N 0.931407 0.055073 -0.010733 0.603 0.057 -0.023
O -1.656949 -1.181798 0.462853 0.948 1.999 -1.150
O -1.628493 1.294152 0.278402 -0.056 0.119 0.086
S -1.265267 0.031784 -0.293558 -2.230 -1.774 1.074
H 0.952911 0.147838 -1.009349 0.541 0.178 -0.491
H 1.701375 0.586721 0.397858 -0.322 -0.304 0.112
H 0.965015 -0.933768 0.174530 0.516 -0.274 0.392
```
Positions in Å, forces in eV/Å.

The following is a quantum chemistry calculation of H3NO2S in the gas phase in a non-equilibrium geometry, from the OMol25 dataset.

HOMO energy: -8.805 eV
2S+1: 1
maximum force: 5.37 eV/A

```
7
Properties=species:S:1:pos:R:3:forces:R:3
N -0.392548 -0.073364 -1.460734 2.610 -0.698 3.254
O 1.075027 0.570902 1.103966 -0.618 -1.086 -0.974
O -1.003080 -0.988074 0.956662 1.592 -1.069 0.691
S 0.344702 -0.739030 0.173179 -0.837 3.853 -3.650
H 0.393822 0.383155 -2.070655 -1.096 -1.246 1.727
H 1.363003 1.369070 0.599329 -0.736 -0.963 -0.062
H -1.780927 -0.522659 0.698252 -0.914 1.208 -0.985
```
Positions in Å, forces in eV/Å.

The following is a quantum chemistry calculation of a molecular structure, H3NO2S in a non-equilibrium geometry, from the OMol25 dataset.

HOMO energy (spin up / spin down): -9.562 / -8.778 eV
2S+1: 1
maximum force: 1.87 eV/A

```
7
Properties=species:S:1:pos:R:3:forces:R:3
N -0.897155 -0.184930 0.224773 -1.207 0.248 0.557
O -1.968496 0.547950 0.123168 1.527 -1.085 -0.011
O 2.098963 -0.509408 0.048631 -0.198 0.127 0.007
S 1.260644 0.724458 0.120842 0.620 -0.246 1.053
H -0.736203 -0.689449 1.099106 -0.192 0.595 0.528
H -0.672029 -0.867780 -0.485897 -0.209 0.109 -1.093
H 0.914274 0.979160 -1.130621 -0.341 0.253 -1.042
```
Positions in Å, forces in eV/Å.

The following is a quantum chemistry calculation of 2 unconnected molecules or ions with the total composition H3NO2S in a non-equilibrium geometry, from the OMol25 dataset.

HOMO energy (spin up / spin down): -9.424 / -9.357 eV
2S+1: 1
maximum force: 2.08 eV/A
SMILES: O=S.NO

```
7
Properties=species:S:1:pos:R:3:forces:R:3
O -0.609877 3.269494 0.212146 0.538 1.218 0.413
S -1.183311 1.993012 -0.190800 -0.546 -1.198 -0.444
N 0.521945 -1.026980 -0.511935 0.606 0.956 -0.264
O -0.099936 -1.347612 0.737508 1.880 -0.783 0.417
H 1.142732 -1.837771 -0.686546 -0.545 0.785 0.296
H 1.142795 -0.164192 -0.390066 -0.950 -1.701 0.198
H -0.914348 -0.885950 0.829693 -0.984 0.723 -0.616
```
Positions in Å, forces in eV/Å.

The following is a quantum chemistry calculation of 2 unconnected molecules or ions with the total composition H3NO2S2 in a non-equilibrium geometry, from the OMol25 dataset.

HOMO energy (spin up / spin down): -7.258 / -9.337 eV
2S+1: 3
maximum force: 4.98 eV/A

```
8
Properties=species:S:1:pos:R:3:forces:R:3
N 0.080609 -0.387073 -0.198659 -3.161 -2.423 2.996
O -1.882746 1.388338 0.146842 -0.343 1.265 1.258
O -0.989767 -1.124017 -0.614993 3.522 0.118 -0.383
S -3.900182 -0.489962 0.661862 -0.782 -0.590 1.042
S -2.805796 0.319803 -0.607402 -1.702 0.975 -1.892
H 0.941516 -0.502686 -0.636297 1.532 -0.426 -1.966
H 0.180988 -0.715725 0.790774 0.171 1.228 -0.710
H -1.033942 1.454755 -0.278304 0.763 -0.148 -0.345
```
Positions in Å, forces in eV/Å.

The following is a quantum chemistry calculation of 2 unconnected molecules or ions with the total composition H3NO2Si in a non-equilibrium geometry, from the OMol25 dataset.

HOMO energy (spin up / spin down): -9.702 / -7.897 eV
2S+1: 1
maximum force: 2.00 eV/A

```
7
Properties=species:S:1:pos:R:3:forces:R:3
N 3.499750 -0.508694 1.617260 -0.758 -1.609 -0.646
O 3.954346 -1.625092 1.562331 -0.998 1.733 0.040
O 2.305320 -0.183585 1.252738 0.665 0.169 0.364
Si -0.126949 -0.093092 0.076167 -0.025 1.400 1.175
H -0.699072 -1.383184 -0.189979 0.294 -0.766 -0.638
H -1.397817 0.637835 0.655762 1.553 -0.324 -0.334
H 0.833825 0.754171 -0.716328 -0.731 -0.601 0.039
```
Positions in Å, forces in eV/Å.

The following is a quantum chemistry calculation of a molecular structure, H3NO3P2 in a non-equilibrium geometry, from the OMol25 dataset.

HOMO energy: 0.451 eV
2S+1: 1
net charge: -2
maximum force: 5.04 eV/A

```
9
Properties=species:S:1:pos:R:3:forces:R:3
N -0.852590 0.690412 0.275904 -0.552 -0.046 4.699
O -1.974455 -1.532436 -0.130267 -1.460 0.705 0.893
O -3.327064 0.329734 1.277560 0.300 -0.968 -0.526
O -3.027769 0.577797 -1.275031 0.184 -1.021 0.832
P -0.027861 -0.837670 0.026468 1.442 0.986 -2.805
P -2.542812 -0.069784 0.027413 0.158 2.172 -0.272
H -0.774532 0.939098 1.532759 -0.412 -1.174 -4.880
H -0.298262 -0.875460 -1.423543 0.333 -0.429 0.952
H 1.260963 -0.117236 -0.661278 0.006 -0.225 1.106
```
Positions in Å, forces in eV/Å.

The following is a quantum chemistry calculation of 2 unconnected molecules or ions with the total composition H3NO3Si in a non-equilibrium geometry, from the OMol25 dataset.

HOMO energy: -10.467 eV
2S+1: 1
maximum force: 5.28 eV/A
SMILES: O=[SiH2].O=NO

```
8
Properties=species:S:1:pos:R:3:forces:R:3
O -1.005338 -0.670854 -1.191749 -0.772 -0.266 0.006
Si -0.346499 0.606323 -1.656341 -0.846 -0.164 -0.291
H -0.912627 1.739290 -2.407863 -0.257 -0.023 -0.003
H 1.012885 0.737169 -1.397622 1.740 0.558 -0.012
O 1.399555 -0.197285 0.625420 -3.082 -2.370 3.576
N 0.719237 -0.923978 1.369647 2.837 2.020 -2.812
O -0.237161 -0.258982 2.085334 0.171 -0.827 0.007
H -0.630051 -1.031683 2.573174 0.209 1.072 -0.471
```
Positions in Å, forces in eV/Å.